# 1
This record from OMol25 describes 2 unconnected molecules or ions with the total composition C10H15NO2 at a distorted geometry. The level of theory is ωB97M-V with the def2-TZVPD basis set.

**Largest force on an atom**: 3.11 eV Å⁻¹
**Spin multiplicity**: 1
**Total charge**: 0

CARTESIAN COORDINATES (ANGSTROEM)
1 H 0.687 1.502 -1.227
2 H -0.208 -3.413 -0.043
3 H -1.171 3.077 -0.508
4 H -1.291 2.657 -2.172
5 C -1.410 2.214 -1.167
6 C 1.543 -2.141 -0.055
7 N -3.079 1.240 0.193
8 C 1.516 -0.218 1.354
9 H 1.972 0.657 1.800
10 H -3.470 0.380 0.538
11 C -2.713 1.475 -1.119
12 H -0.374 -0.011 2.437
13 H 2.122 -2.804 -0.682
14 H 3.939 0.351 0.379
15 C 2.109 -0.933 0.307
16 C 0.216 -0.491 1.650
17 H -2.540 1.669 0.926
18 H 3.114 0.365 -1.067
19 C 0.232 -2.470 0.274
20 H -2.334 -2.003 0.801
21 H 4.149 -0.916 -0.776
22 C -0.476 -1.560 1.035
23 C 3.373 -0.311 -0.254
24 H -0.295 0.287 -1.492
25 H -0.352 1.045 0.226
26 O -1.762 -1.714 1.520
27 C -0.299 1.245 -0.859
28 O -3.195 0.821 -2.018

These are the Löwdin partial charges, in e, on atoms 1 to 8:
1 H 0.070
2 H 0.119
3 H 0.123
4 H 0.118
5 C -0.192
6 C -0.045
7 N 0.150
8 C -0.070

# 2
This record from OMol25 describes a molecular structure, C11H18Cl2LuN2 at a distorted geometry. The level of theory is ωB97M-V with the def2-TZVPD basis set.

**Largest force on an atom**: 3.12 eV Å⁻¹
**Spin multiplicity**: 1
**Total charge**: -1

CARTESIAN COORDINATES (ANGSTROEM)
1 H -1.546 -2.635 3.364
2 H 1.002 -0.582 -2.951
3 H -0.935 0.337 -4.187
4 C -1.048 1.686 2.037
5 N -1.413 -0.515 2.983
6 N -0.127 -0.575 1.187
7 Cl 2.458 1.797 0.648
8 H -1.435 2.027 1.071
9 C -1.132 -0.413 -3.412
10 C -0.816 0.228 2.020
11 H -1.928 -0.117 3.764
12 Lu 2.117 -0.313 -0.555
13 H -2.942 1.931 -2.022
14 Cl 1.771 -2.752 -0.685
15 H 4.604 -1.686 -1.141
16 C 4.255 -0.856 -0.466
17 H 5.209 -0.426 -0.037
18 C -0.477 -1.882 1.562
19 C 0.044 -0.415 -2.425
20 H -0.976 2.440 -0.690
21 C -1.199 -1.847 2.723
22 H -1.818 1.887 2.799
23 H -0.118 2.221 2.268
24 H -1.223 -1.376 -3.926
25 C -2.412 1.040 -1.634
26 H -0.174 -2.731 0.978
27 H -2.711 -1.009 -2.113
28 C 0.046 0.885 -1.609
29 H 1.040 1.387 -1.550
30 C -1.042 1.507 -1.274
31 H -3.248 0.087 -3.389
32 H -0.076 -1.332 -1.816
33 H -2.958 0.705 -0.734
34 C -2.442 -0.103 -2.668

These are the Löwdin partial charges, in e, on atoms 1 to 8:
1 H 0.095
2 H 0.091
3 H 0.111
4 C -0.022
5 N 0.058
6 N 0.057
7 Cl -0.239
8 H 0.045

# 3
This record from OMol25 describes 8 unconnected molecules or ions with the total composition C26H74N6O8 at a distorted geometry. The level of theory is ωB97M-V with the def2-TZVPD basis set.

**Largest force on an atom**: 1.67 eV Å⁻¹
**Spin multiplicity**: 1
**Total charge**: 0

CARTESIAN COORDINATES (ANGSTROEM)
1 H -6.825 2.558 -4.121
2 H 2.989 -3.501 -1.022
3 C 2.579 -4.996 -3.161
4 N -0.377 -1.829 2.350
5 H 2.121 3.939 -1.635
6 O 1.961 -3.794 -2.814
7 C 1.974 -3.515 -1.437
8 H -2.474 -7.039 2.430
9 C -4.064 -2.214 -2.538
10 C -1.556 4.036 4.554
11 H 2.777 -6.215 -4.891
12 H -0.384 2.475 -1.528
13 H 2.566 1.791 1.157
14 H -4.465 -0.175 2.375
15 C 6.610 2.796 5.402
16 H 8.160 0.756 2.173
17 H 0.503 -5.993 -4.451
18 H 1.439 1.982 2.543
19 C 7.171 1.241 2.230
20 H -0.234 0.703 1.531
21 H -3.347 -2.416 -3.338
22 H -3.392 -0.447 3.496
23 H 2.768 -4.169 -6.531
24 O -2.705 3.502 3.944
25 H 0.529 3.624 -5.013
26 H -4.834 0.936 5.018
27 O -6.083 0.679 -3.718
28 H -4.340 -3.215 -2.193
29 H -1.790 2.043 2.817
30 H 3.655 -4.955 -2.938
31 N -3.571 0.179 2.714
32 H -4.160 -0.043 -4.056
33 H 2.848 -3.174 -5.064
34 H -0.045 -3.685 -3.816
35 H -1.855 -2.368 0.269
36 C 3.085 -4.148 -5.488
37 O 7.171 2.318 3.133
38 H -1.397 3.910 -1.910
39 C 2.184 1.325 2.069
40 H 6.492 0.449 2.572
41 C -1.322 -1.426 0.133
42 H 7.225 0.885 4.621
43 C -4.955 1.657 4.212
44 H -0.496 -1.063 -3.247
45 H 4.849 1.508 5.612
46 O 0.117 4.214 -0.540
47 C -0.629 3.925 0.615
48 H 6.926 1.611 1.240
49 H -4.478 0.495 -2.397
50 C -5.947 2.076 -3.699
51 C -4.934 0.006 -3.269
52 H 0.400 5.001 -2.998
53 H 4.160 -4.327 -5.471
54 H -1.167 -1.316 2.741
55 O -2.913 -6.368 2.959
56 H 0.181 2.133 -4.041
57 H -5.045 2.400 -4.231
58 H -0.769 2.845 0.745
59 H -6.745 -1.462 -4.332
60 H -4.173 2.113 2.255
61 H 7.768 4.455 5.587
62 H 0.718 -5.277 -5.910
63 H -1.988 -0.617 0.457
64 C 5.158 2.475 5.213
65 H -1.425 3.590 5.553
66 N 6.857 4.237 5.201
67 C -2.540 2.136 3.614
68 H -2.680 -4.372 3.339
69 H 6.917 4.369 4.195
70 H -5.862 2.454 -2.666
71 H 1.390 -4.267 -0.888
72 C -3.857 1.571 3.147
73 C 0.507 0.064 1.021
74 H -1.187 -5.159 2.899
75 H -1.137 -1.377 -0.942
76 C -0.378 3.564 -1.689
77 H -0.976 -1.419 -4.916
78 H -0.658 3.762 3.987
79 H 6.863 2.502 6.425
80 H -3.567 -1.748 -1.684
81 H 2.151 2.682 -2.696
82 H -1.003 3.387 -4.285
83 H 2.962 1.221 2.825
84 O 1.679 0.042 1.795
85 H -2.406 -4.821 1.653
86 H 4.513 3.237 5.659
87 C 2.380 -5.217 -4.656
88 H 2.149 -5.860 -2.629
89 C 7.466 1.945 4.470
90 H 8.536 2.110 4.636
91 H 0.670 -2.041 0.614
92 H -5.941 1.640 3.754
93 C -2.260 -5.139 2.690
94 N -6.005 -2.095 -4.046
95 H -1.708 5.104 4.661
96 H -5.963 -1.404 -2.059
97 C 0.068 3.217 -4.114
98 C 0.530 3.922 -2.858
99 C -0.079 -1.337 0.987
100 N 0.925 -5.201 -4.923
101 C -0.377 -1.777 -4.071
102 H 4.835 2.507 4.165
103 C -5.302 -1.440 -2.931
104 H -5.359 -2.148 -4.829
105 H 1.501 -2.550 -1.279
106 H -4.862 2.643 4.687
107 H -2.177 1.619 4.518
108 O -0.792 -3.074 -3.711
109 H 0.404 -1.501 2.919
110 H -1.612 4.413 0.598
111 H -0.085 4.329 1.469
112 H 0.673 -1.726 -4.379
113 H 0.647 0.446 0.000
114 N 1.950 3.671 -2.598

These are the Löwdin partial charges, in e, on atoms 1 to 8:
1 H 0.085
2 H 0.095
3 C -0.223
4 N 0.056
5 H 0.061
6 O -0.211
7 C -0.089
8 H 0.070

# 4
This record from OMol25 describes a single C4H8O3 molecule at a distorted geometry. The level of theory is ωB97M-V with the def2-TZVPD basis set.

**Largest force on an atom**: 2.96 eV Å⁻¹
**Spin multiplicity**: 1
**Total charge**: 0

CARTESIAN COORDINATES (ANGSTROEM)
1 O 2.846 -0.585 0.798
2 H 2.069 1.141 -0.101
3 O -0.896 0.933 -1.935
4 H 0.256 -1.237 0.476
5 H 0.451 0.195 1.491
6 C -2.556 -0.114 0.030
7 H 1.957 -0.341 -1.090
8 C 1.938 0.051 -0.065
9 H -2.462 -0.992 -0.625
10 C -0.479 0.705 -0.820
11 H 3.726 -0.300 0.539
12 H -2.883 -0.422 1.025
13 O -1.331 0.521 0.234
14 C 0.581 -0.174 0.447
15 H -3.218 0.619 -0.405

These are the Löwdin partial charges, in e, on atoms 1 to 8:
1 O -0.051
2 H 0.124
3 O 0.108
4 H 0.127
5 H 0.128
6 C -0.074
7 H 0.124
8 C -0.347

Table of energy above the lowest of the compared OMol25 structures with the same formula, charge and spin (kcal/mol), in record order: 35.8 42.9 40.6 99.1
Table of lowest unoccupied orbital energy (eV), in record order: 0.6828 2.5231 0.4989 0.6372